DFT (ωB97M-V with the def2-TZVPD basis set) results for a 2-piece molecular cluster, C16H39BrNO3PS overall.

```
62
Properties=species:S:1:pos:R:3:forces:R:3:mulliken_charge:R:1
C 3.4166 1.5575 -1.2436 -0.06 -0.07 0.05 -0.2758
O 2.8192 2.2296 -2.3222 0.09 0.10 -0.06 -0.3804
C 2.0000 3.3191 -1.9288 -0.17 -0.15 -0.10 -0.7691
C 0.5775 2.8566 -1.5915 0.18 -0.08 0.08 0.5494
C -0.3455 2.8355 -2.8110 -0.10 -0.38 0.03 -0.8634
C -1.8441 2.6947 -2.4997 0.02 -0.13 -0.38 -0.7920
C -2.3680 1.2486 -2.4078 -0.12 0.31 0.38 -1.2435
C -1.4751 0.3069 -1.6120 0.04 -0.07 -0.37 1.4977
C -2.0112 -1.1166 -1.4477 0.33 0.10 0.72 -1.3387
C -0.8915 -2.0829 -1.0124 -0.47 0.19 -0.25 0.1831
P 0.2496 -2.6710 -2.4362 -0.73 0.23 -0.16 0.3628
S 1.6012 -3.3691 -4.1717 0.23 -0.24 -0.22 -0.4800
C 1.7129 -2.9919 -1.1304 0.23 0.02 0.42 -0.8781
C 1.4005 -3.6568 0.1359 0.50 0.58 0.45 0.4777
O 1.6539 -3.2304 1.2391 -0.46 -0.09 -0.09 -0.6041
Br 0.4227 -5.3457 0.0892 0.08 -0.17 -0.15 -0.2085
H 3.9173 0.6760 -1.6417 -0.04 0.02 0.02 0.2597
H 2.6721 1.2326 -0.5012 0.03 -0.04 -0.05 -0.1508
H 4.1544 2.1896 -0.7316 -0.03 0.04 -0.04 0.3419
H 1.9709 3.9865 -2.7939 0.06 0.08 0.13 0.4127
H 2.4611 3.8509 -1.0874 0.02 0.01 -0.01 0.3175
H 0.6743 1.8384 -1.2017 -0.10 0.09 0.09 -0.4595
H 0.1480 3.4558 -0.7791 0.01 0.14 -0.16 0.3461
H -0.0456 1.9854 -3.4356 0.03 0.15 -0.10 0.2882
H -0.1870 3.7283 -3.4211 0.05 0.09 0.15 0.4980
H -2.1038 3.2478 -1.5896 0.11 -0.02 0.00 0.3877
H -2.3836 3.1751 -3.3223 -0.10 0.07 0.18 0.3293
H -2.5339 0.8572 -3.4159 0.12 -0.08 0.07 0.4193
H -3.3499 1.2970 -1.9197 -0.04 -0.12 -0.16 0.2926
H -0.4970 0.2456 -2.0957 -0.02 0.00 0.02 -0.3246
H -1.3056 0.7434 -0.6180 0.05 -0.03 -0.02 -0.2779
H -2.7551 -1.0971 -0.6371 -0.27 -0.02 -0.28 0.3116
H -2.5004 -1.4672 -2.3581 0.01 0.01 0.00 0.5611
H -1.3642 -2.9560 -0.5505 0.19 -0.10 0.03 0.6606
H -0.3114 -1.5619 -0.2374 0.25 -0.19 -0.18 -0.7448
H 0.8179 -1.3413 -2.5995 0.05 -0.10 0.10 -0.3867
H -0.7897 -2.4029 -3.4118 0.11 0.10 0.00 0.0970
H -0.1760 -4.0432 -2.3524 0.19 0.05 0.08 0.0187
H 1.5746 -2.2460 -4.8992 -0.05 0.09 0.04 0.1010
H 2.5733 -3.4595 -1.6131 -0.34 -0.26 -0.19 0.6177
H 2.0144 -1.9778 -0.8407 0.12 -0.06 -0.04 0.0000
C -1.2062 -0.2411 2.0953 0.02 -0.14 0.00 -1.1531
N -0.0989 -0.3632 3.1026 -0.05 0.05 0.05 0.2505
C 1.2011 -0.2948 2.3647 -0.09 -0.17 -0.20 -0.8383
C -0.1826 -1.6987 3.7630 -0.05 -0.04 -0.06 -0.8930
C -0.1141 0.7546 4.1081 0.00 -0.01 -0.05 -0.4978
C -1.2946 0.8196 5.0469 -0.23 -0.03 0.00 -0.6496
O -2.4867 1.0268 4.3095 0.10 -0.03 0.02 -0.4712
H -0.9773 -0.9100 1.2690 -0.03 0.04 0.07 0.3878
H -2.1431 -0.5293 2.5547 -0.03 0.13 0.06 0.4236
H -1.2486 0.7865 1.7461 -0.02 0.01 0.01 0.3935
H 1.2021 -1.1297 1.6645 0.26 0.07 -0.02 0.0699
H 2.0204 -0.4017 3.0711 0.00 -0.01 0.01 0.4701
H 1.2684 0.6549 1.8386 -0.06 0.03 0.02 0.4105
H -1.1537 -1.8014 4.2381 -0.01 0.01 0.01 0.3698
H 0.6153 -1.7768 4.4979 0.02 -0.02 0.00 0.3696
H -0.0579 -2.4642 2.9981 0.06 0.00 0.01 0.3183
H -0.0388 1.6769 3.5328 -0.01 0.01 0.00 0.4065
H 0.7916 0.6337 4.7023 0.02 0.06 0.00 0.4046
H -1.1094 1.6645 5.7170 0.11 -0.04 0.04 0.4098
H -1.3633 -0.0840 5.6605 0.05 0.00 0.01 0.3543
H -3.2176 1.1368 4.9244 -0.05 0.03 0.00 0.3102
```
Positions in Å, forces in eV/Å.

Summary:
LUMO energy ... -0.0200 Ha
HOMO energy ... -6.65 eV
Max |F| ... 0.9 eV Å⁻¹
Molar mass ... 436.44 g/mol
Kohn-Sham gap ... 6.1 eV

---

DFT (ωB97M-V with the def2-TZVPD basis set) results for C15H14N3O3 as an isolated structure at a distorted geometry.

```
35
Properties=species:S:1:pos:R:3:forces:R:3:mulliken_charge:R:1
C 5.2072 1.6229 -0.7591 -0.79 0.33 -0.10 -0.8008
O 3.9557 2.3171 -0.9192 0.87 -0.36 0.22 -0.4439
C 2.8002 1.6146 -0.8120 -0.92 -0.70 0.19 0.9040
C 1.6338 2.3992 -0.9424 0.83 -0.39 -0.12 -0.7743
C 0.4000 1.8030 -0.8753 -0.42 -0.43 0.16 -0.3321
C 0.2610 0.4081 -0.7463 -0.33 -0.25 0.75 1.0944
C -1.1451 -0.1558 -0.7095 -0.17 1.54 -0.78 -0.6163
C -1.4808 -1.2150 -1.5801 0.01 0.04 0.21 0.4915
C -2.8188 -1.3405 -2.0101 -2.05 0.11 -0.16 -0.1464
N -3.9538 -1.3551 -2.2999 1.73 -0.06 0.30 -0.6960
C -0.5857 -2.2216 -1.9816 1.38 -2.19 -0.65 0.0544
N 0.0988 -3.1210 -2.3143 -1.22 1.90 0.63 -0.7403
C 1.4189 -0.3685 -0.6463 -0.06 0.22 0.50 -0.1937
C 2.6874 0.2186 -0.5897 0.16 0.81 -0.59 -0.8539
H 5.9433 2.4244 -0.8758 0.05 -0.43 0.05 0.2341
H 5.2803 1.1594 0.2382 0.00 0.17 -0.29 0.3137
H 5.3190 0.8511 -1.5376 0.06 0.24 0.23 0.3238
H 1.7558 3.4654 -1.1179 -0.07 -0.17 0.12 0.3760
H -0.4938 2.4220 -0.9229 0.12 -0.12 -0.01 0.3033
H -1.8612 0.6719 -0.6982 0.30 -0.36 -0.52 0.5053
H 1.3357 -1.4467 -0.5400 0.05 0.22 0.06 0.2745
H 3.5707 -0.4126 -0.4327 -0.41 0.34 -0.15 0.2956
C -4.0613 0.6377 1.6266 -0.26 -0.14 -0.10 -1.1602
C -2.5550 0.5591 1.7699 1.01 1.08 -0.03 0.6271
N -1.9361 -0.4754 1.0483 -0.61 -1.17 0.42 -0.0541
C -0.9848 -1.2088 1.7454 1.57 0.69 0.36 0.6351
C -1.1360 -2.7212 1.8472 -0.16 -0.09 -0.35 -1.2522
O 0.0293 -0.7117 2.2191 -0.42 -0.39 0.12 -0.6061
O -1.9873 1.4208 2.4341 -0.34 -0.76 -0.26 -0.6136
H -4.4876 -0.3074 1.2831 0.06 0.20 -0.06 0.3153
H -4.5157 0.9296 2.5830 0.23 0.01 -0.25 0.3747
H -4.2811 1.4285 0.8956 -0.07 -0.20 0.10 0.2340
H -2.0610 -3.0920 1.4008 0.06 0.11 0.14 0.3031
H -0.2942 -3.1846 1.3179 -0.11 0.09 0.10 0.2615
H -1.0581 -3.0153 2.9017 -0.07 0.11 -0.24 0.3627
```
Positions in Å, forces in eV/Å.

Summary:
LUMO energy ... 0.0998 Ha
HOMO energy ... -4.56 eV
Energy relative to the best compared isomer or geometry (same formula, charge and spin) ... 29.3 kcal per mole
Max |F| ... 2.7 eV Å⁻¹
Total charge ... -1
Molar mass ... 284.29 g/mol
Kohn-Sham gap ... 7.3 eV

---

DFT (ωB97M-V with the def2-TZVPD basis set) results for C25H44MnN4OPSe as an isolated structure at a distorted geometry.

```
77
Properties=species:S:1:pos:R:3:forces:R:3:mulliken_charge:R:1
Mn 0.2275 -0.1650 -0.1546 0.73 0.81 -0.30 -0.2539
C -1.2493 -5.5403 -3.6102 0.16 0.03 -0.12 -0.7160
C -0.3241 -5.6740 -2.3932 -0.03 0.03 -0.07 -0.9151
C -0.0616 -4.3146 -1.7292 -0.06 -0.18 0.25 -0.5206
C -1.3259 -3.4567 -1.8222 0.48 0.48 0.11 0.7964
C -1.5306 -3.0594 -3.2932 0.02 -0.12 -0.11 -0.7839
C -1.0646 -4.1690 -4.2495 -0.18 -0.14 -0.02 -0.9342
P -1.2700 -1.9674 -0.6940 -1.21 -0.65 0.73 0.8780
C -1.5837 -2.6243 1.0357 0.42 0.45 -0.24 0.2912
C -2.6000 -3.7583 1.2439 -0.04 -0.18 -0.21 -1.0540
C -1.9266 -5.0733 1.6253 -0.13 0.01 0.16 -0.4686
C -1.1427 -4.9395 2.9339 0.06 0.04 -0.06 -0.9734
C -0.4348 -3.5785 3.0438 0.09 -0.06 -0.05 -0.9955
C -0.2227 -2.9753 1.6611 0.18 0.43 0.22 -0.2249
C -2.8106 -0.9627 -1.0762 0.72 0.10 0.04 0.5779
C -2.5882 -0.1044 -2.3293 0.18 0.17 0.02 -0.9511
C -3.6154 1.0327 -2.4049 0.03 -0.11 0.04 -0.6736
C -4.9498 0.6028 -1.7858 -0.05 -0.03 -0.18 -0.7923
C -5.1695 -0.8945 -1.9764 -0.07 0.13 0.17 -0.9229
C -4.1496 -1.7051 -1.1621 -0.01 0.01 0.02 -0.7955
H -2.2942 -5.6616 -3.3153 -0.03 -0.04 -0.01 0.3019
H -1.0251 -6.3253 -4.3336 -0.11 -0.01 0.04 0.4648
H 0.6288 -6.1087 -2.6980 0.00 -0.05 0.04 0.4899
H -0.7766 -6.3534 -1.6693 0.07 -0.03 0.06 0.2151
H 0.7646 -3.7959 -2.2233 0.01 0.04 0.02 0.3295
H 0.2349 -4.4816 -0.6946 0.07 0.04 -0.07 -0.0985
H -2.1694 -4.0693 -1.4842 0.02 0.18 0.08 0.5915
H -0.9682 -2.1474 -3.5143 -0.11 0.06 -0.01 0.1418
H -2.5883 -2.8621 -3.4708 0.01 0.13 -0.01 0.1464
H -0.0104 -4.0385 -4.4987 0.05 0.04 -0.06 0.3653
H -1.6291 -4.1062 -5.1815 0.09 0.06 0.00 0.4764
H -1.9521 -1.7281 1.5622 0.12 -0.13 -0.14 0.6343
H -3.2147 -3.9059 0.3559 -0.13 0.03 0.04 0.3644
H -3.2731 -3.4753 2.0540 -0.10 0.05 -0.01 0.4950
H -1.2617 -5.3957 0.8233 0.03 -0.06 -0.12 -0.1014
H -2.6884 -5.8449 1.7391 0.02 -0.06 -0.11 0.5168
H -0.4126 -5.7480 2.9922 -0.02 -0.03 0.06 0.3461
H -1.8196 -5.0540 3.7804 -0.02 -0.08 0.03 0.3470
H 0.5242 -3.6943 3.5496 -0.05 0.08 0.07 0.4330
H -1.0280 -2.8846 3.6396 0.04 0.01 0.04 0.3582
H 0.3231 -3.6891 1.0454 0.07 0.01 -0.05 0.1023
H 0.4032 -2.0601 1.7140 -0.22 -0.41 0.04 0.0213
H -2.8493 -0.2702 -0.2145 0.02 -0.15 -0.10 0.5329
H -2.6996 -0.7241 -3.2164 0.10 -0.02 0.01 0.3733
H -1.5629 0.2983 -2.3356 -0.27 -0.08 -0.19 0.2478
H -3.7618 1.2976 -3.4531 0.02 0.09 0.01 0.4340
H -3.2488 1.9299 -1.8999 0.03 0.07 -0.01 -0.0085
H -5.7591 1.1633 -2.2509 -0.07 0.05 0.11 0.4839
H -4.9613 0.8320 -0.7194 -0.08 0.04 0.08 0.3217
H -5.0818 -1.1366 -3.0369 -0.06 -0.04 -0.06 0.3163
H -6.1780 -1.1613 -1.6593 0.01 -0.08 -0.11 0.5132
H -4.0279 -2.6848 -1.6238 0.03 -0.11 0.05 0.1140
H -4.5306 -1.8608 -0.1534 -0.02 -0.10 0.04 0.3748
Se -0.1646 0.8487 1.9387 -0.36 0.87 -0.89 -0.1764
C -0.1123 -0.0531 3.4900 0.20 -0.66 0.32 0.1681
N -0.0854 -0.6270 4.4853 -0.01 -0.11 0.36 -0.5168
C -0.4905 4.3118 -1.4157 0.04 -0.43 0.01 -1.3018
C 0.2685 3.1406 -0.8186 0.43 0.65 0.14 -0.3271
O -0.4768 1.9180 -0.9172 -0.32 -0.60 0.23 -0.0105
H 0.1586 5.1805 -1.4388 0.04 0.16 0.02 0.4320
H -1.3736 4.5577 -0.8269 -0.04 0.03 0.07 0.3664
H -0.8012 4.0820 -2.4326 0.00 0.03 -0.11 0.3169
H 0.5066 3.3375 0.2361 0.04 -0.11 -0.22 0.3015
H 1.1938 2.9648 -1.3712 -0.03 -0.02 0.11 0.2754
H -1.3872 2.1297 -0.6528 0.15 -0.25 -0.07 0.0930
N 3.9758 0.0280 -3.7544 -0.11 0.01 -0.42 -0.3949
C 3.7748 -0.0504 -2.4310 -0.21 -0.12 0.67 0.3570
C 2.4924 -0.2328 -1.8684 0.16 -0.06 -0.15 0.1994
N 2.3192 -0.2810 -0.5482 -0.36 -0.10 -0.35 -0.1178
C 3.4000 -0.1595 0.2339 -0.25 -0.08 0.38 -0.3985
C 4.6618 -0.0087 -0.3324 -0.44 -0.08 0.07 -0.4454
N 4.8444 0.0486 -1.6332 0.06 0.04 -0.51 -0.5637
H 3.2257 -0.1116 -4.4091 0.16 0.02 0.03 0.1912
H 4.9217 0.0977 -4.0876 -0.01 -0.01 -0.05 0.2570
H 1.6157 -0.3660 -2.5056 0.11 0.06 0.10 0.2217
H 3.2494 -0.1933 1.3035 -0.03 0.01 -0.02 0.4648
H 5.5506 0.0588 0.2782 -0.03 0.03 0.17 0.3957
```
Positions in Å, forces in eV/Å.

Summary:
LUMO energy (alpha / beta) ... -0.1351 / -0.1217 Ha
HOMO energy (alpha / beta) ... -11.48 / -11.54 eV
2S+1 ... 2
Max |F| ... 1.6 eV Å⁻¹
⟨S²⟩ ... 0.7944
Total charge ... +1
Molar mass ... 581.53 g/mol
Kohn-Sham gap (alpha / beta) ... 7.8 / 8.2 eV

---

| no. | E_tot (eV) |
| --- | --- |
| 1 | -115018.7052 |
| 2 | -26394.2907 |
| 3 | -140595.5027 |